Record 1
This record from the Open Molecules 2025 dataset describes a molecular structure, C18H24Br45FNO3PS at a distorted geometry. The level of theory is ωB97M-V with the def2-TZVPD basis set.

Each line ends with the Mulliken charge.
Element x y z (Å)
C: 4.244 -0.504 0.694  -0.438
C: 2.921 -0.359 -0.052  -0.652
N: 1.865 0.164 0.856  0.529
P: 0.521 -0.969 1.074  0.214
C: -0.812 -0.681 -0.172  -1.090
O: -0.171 -0.565 2.501  -0.302
S: 1.408 1.714 0.490  0.692
O: 0.407 2.154 1.362  -0.623
O: 2.563 2.515 0.589  -0.267
F: 0.904 1.844 -1.010  -0.242
H: 4.164 -1.200 1.525  0.022
H: 4.958 -0.941 -0.003  0.425
H: 4.649 0.441 1.031  -0.162
H: 2.619 -1.354 -0.375  0.485
H: 3.084 0.241 -0.943  0.264
H: -0.685 -1.362 -1.005  0.351
H: -1.738 -0.995 0.313  0.263
H: -0.963 0.350 -0.486  0.369
H: -0.798 0.151 2.350  0.248
C: -3.858 -1.149 3.548  -0.342
Br: -5.673 -1.459 4.113  -0.056
Br: -2.744 -0.554 5.005  -0.058
Br: -3.113 -2.691 2.668  0.093
H: -3.885 -0.349 2.823  0.333
C: 1.361 -4.833 3.575  -0.384
Br: 0.046 -3.906 4.631  -0.017
Br: 0.632 -6.424 2.762  -0.001
Br: 2.179 -3.660 2.274  0.071
H: 2.142 -5.152 4.248  0.384
C: 1.439 5.134 -2.031  0.424
Br: 1.810 6.195 -0.461  0.092
Br: -0.038 5.844 -3.036  -0.062
Br: 3.014 4.905 -3.114  -0.058
H: 1.147 4.153 -1.689  -0.362
C: -3.808 -5.837 -0.008  -0.512
Br: -1.915 -5.530 -0.208  0.106
Br: -4.231 -6.468 1.761  0.086
Br: -4.844 -4.282 -0.487  -0.014
H: -4.076 -6.619 -0.702  0.391
C: -0.819 8.656 1.071  0.127
Br: -1.400 7.555 2.541  0.002
Br: -2.277 9.667 0.316  -0.012
Br: 0.660 9.787 1.564  -0.038
H: -0.463 7.989 0.298  -0.145
C: 5.676 7.379 0.228  0.203
Br: 7.152 6.815 1.334  -0.034
Br: 4.781 8.922 0.958  -0.020
Br: 6.219 7.663 -1.598  -0.020
H: 4.958 6.570 0.222  -0.182
C: 2.000 -7.472 -1.483  -0.377
Br: 0.441 -8.084 -2.442  -0.055
Br: 1.686 -5.781 -0.617  0.031
Br: 2.644 -8.798 -0.245  -0.017
H: 2.779 -7.315 -2.214  0.359
C: -4.217 5.191 -2.370  -0.385
Br: -5.994 4.827 -1.719  -0.038
Br: -3.051 5.788 -0.960  0.086
Br: -3.482 3.681 -3.319  -0.001
H: -4.299 6.000 -3.080  0.384
C: 5.236 2.443 4.056  -0.399
Br: 6.476 1.514 5.214  -0.064
Br: 6.046 2.919 2.363  -0.059
Br: 3.603 1.451 3.808  0.027
H: 4.967 3.365 4.549  0.428
C: 6.452 -2.300 4.463  -0.083
Br: 7.700 -2.996 5.755  -0.051
Br: 6.481 -3.311 2.820  -0.054
Br: 4.674 -2.170 5.185  -0.010
H: 6.770 -1.296 4.223  0.142
C: -9.074 2.711 -3.076  0.081
Br: -8.660 0.963 -2.379  -0.014
Br: -9.814 2.621 -4.849  -0.006
Br: -10.208 3.709 -1.877  -0.011
H: -8.141 3.251 -3.153  -0.080
C: 1.387 -9.278 -6.050  0.382
Br: 3.071 -8.619 -6.717  -0.014
Br: -0.107 -8.464 -6.960  -0.005
Br: 1.297 -11.201 -6.113  -0.004
H: 1.325 -8.991 -5.010  -0.363
C: 5.627 2.252 -1.988  -0.197
Br: 7.554 2.407 -1.987  -0.068
Br: 5.064 0.495 -2.554  -0.085
Br: 4.856 2.754 -0.283  0.271
H: 5.254 2.949 -2.724  0.212
C: -4.333 -8.903 5.312  -0.279
Br: -2.662 -8.241 4.620  -0.014
Br: -5.850 -8.134 4.398  -0.066
Br: -4.399 -10.829 5.301  -0.022
H: -4.394 -8.589 6.343  0.331
C: -8.746 6.200 -7.130  -0.368
Br: -7.431 5.510 -5.896  0.040
Br: -8.738 5.231 -8.795  -0.003
Br: -10.508 6.264 -6.348  -0.004
H: -8.463 7.217 -7.353  0.339

Calculated values
Net charge: 0
F_max: 3.33 eV/A
HOMO: -9.1 eV
Spin multiplicity: 1

---

Record 2
This record from the Open Molecules 2025 dataset describes a molecular structure, C18H24Cl4IrN4O5S2. The level of theory is ωB97M-V with the def2-TZVPD basis set.

Each line ends with the Mulliken charge.
Element x y z (Å)
Ir: 1.160 1.378 0.144  1.112
Cl: 3.351 2.289 0.087  -0.101
C: 4.405 0.870 0.057  0.894
C: 5.760 1.122 0.149  -0.976
C: 6.628 0.046 0.092  -0.333
C: 6.131 -1.240 -0.061  -0.779
C: 4.768 -1.451 -0.158  0.374
Cl: 4.187 -3.066 -0.349  -0.190
C: 3.852 -0.390 -0.101  0.085
S: 2.122 -0.674 -0.184  -0.359
H: 6.124 2.134 0.261  0.430
H: 7.694 0.209 0.165  0.386
H: 6.798 -2.089 -0.107  0.431
N: -0.352 3.248 3.471  -0.390
C: -0.100 2.848 2.236  0.650
O: 0.868 2.059 2.038  -0.771
C: -0.913 3.273 1.061  -0.426
C: 0.002 3.140 -0.163  -0.528
H: 0.240 2.946 4.229  0.248
H: -1.090 3.905 3.658  0.211
H: -1.315 4.279 1.206  0.547
H: -1.772 2.597 1.005  0.189
H: 0.640 4.023 -0.208  -0.108
H: -0.573 3.123 -1.088  0.226
C: -3.434 -4.982 -3.070  -1.286
C: -3.586 -4.637 -1.594  -0.405
S: -2.034 -4.053 -0.956  1.216
O: -1.132 -5.161 -0.821  -0.666
O: -1.629 -2.889 -1.709  -0.610
C: -2.397 -3.520 0.723  -0.842
C: -3.027 -2.143 0.910  -1.172
N: -2.263 -1.043 0.306  0.388
C: -1.128 -0.539 0.826  0.974
N: -0.633 0.396 0.013  0.104
C: -1.460 0.488 -1.071  -0.601
C: -2.470 -0.393 -0.892  -0.580
N: -3.529 -0.648 -1.830  1.194
O: -3.471 -0.037 -2.870  -0.605
O: -4.405 -1.436 -1.517  -0.650
C: -0.521 -0.995 2.103  -1.924
H: -4.391 -5.327 -3.457  0.386
H: -2.699 -5.773 -3.211  0.348
H: -3.126 -4.108 -3.641  0.336
H: -3.850 -5.507 -0.992  0.392
H: -4.315 -3.841 -1.438  0.346
H: -1.435 -3.613 1.228  0.347
H: -3.059 -4.273 1.154  0.602
H: -3.092 -1.936 1.978  0.401
H: -4.030 -2.108 0.504  0.592
H: -1.282 1.150 -1.899  0.742
H: -1.269 -1.057 2.895  0.474
H: 0.264 -0.307 2.401  0.314
H: -0.062 -1.976 1.978  0.366
Cl: 0.547 7.593 -0.767  -0.147
C: 2.276 7.249 -0.680  -0.336
Cl: 2.609 5.513 -0.836  -0.104
H: 2.643 7.577 0.284  0.275
H: 2.776 7.760 -1.493  0.306

Calculated values
Net charge: +1
Energy above the lowest of the compared OMol25 structures with the same formula, charge and spin: 27.43 kcal/mol
F_max: 0.91 eV/A
HOMO (alpha / beta): -10.9 / -10.9 eV
Spin multiplicity: 1

---

Record 3
This record from the Open Molecules 2025 dataset describes a molecular structure, C18H24FN4V. The level of theory is ωB97M-V with the def2-TZVPD basis set.

Each line ends with the Mulliken charge.
Element x y z (Å)
V: -0.377 0.494 -0.084  -0.059
C: -0.919 -2.242 0.971  -1.043
C: -0.744 -2.365 -0.531  -0.508
N: -1.287 -1.154 -1.213  -0.220
C: -0.853 -1.112 -2.634  -1.224
C: 0.534 -0.522 -2.721  0.675
C: 1.322 -0.580 -3.850  -1.182
C: 2.593 -0.022 -3.802  -0.539
C: 3.055 0.546 -2.622  -1.079
C: 2.215 0.564 -1.527  0.521
C: 2.634 1.104 -0.179  -1.308
N: 1.507 1.166 0.801  -0.036
C: 1.711 0.307 2.003  -1.148
C: 1.174 -1.091 1.746  -0.445
N: -0.282 -0.979 1.443  -0.212
N: 0.972 0.069 -1.595  1.476
H: -0.502 -3.116 1.473  0.427
H: -1.978 -2.196 1.227  0.418
H: -1.220 -3.278 -0.894  0.491
H: 0.315 -2.433 -0.787  0.353
H: -2.303 -1.208 -1.189  0.335
H: -1.556 -0.499 -3.195  0.394
H: -0.867 -2.113 -3.071  0.553
H: 0.954 -1.056 -4.750  0.559
H: 3.229 -0.045 -4.677  0.479
H: 4.051 0.962 -2.555  0.581
H: 3.077 2.094 -0.294  0.545
H: 3.422 0.463 0.223  0.429
H: 1.432 2.125 1.123  0.335
H: 1.159 0.763 2.827  0.441
H: 2.761 0.273 2.296  0.479
H: 1.360 -1.730 2.611  0.558
H: 1.668 -1.548 0.885  0.284
H: -0.747 -0.682 2.299  0.306
F: -0.146 2.910 -4.994  -0.345
C: -0.499 2.780 -3.719  0.509
C: 0.333 3.296 -2.739  -0.850
C: -0.035 3.130 -1.418  -0.337
C: -1.217 2.456 -1.052  0.165
C: -1.497 2.158 0.364  -0.830
C: -2.036 1.975 -2.090  -0.300
C: -1.692 2.143 -3.420  -0.853
H: 1.227 3.835 -3.023  0.559
H: 0.579 3.573 -0.640  0.630
H: -2.529 1.880 0.579  0.459
H: -1.101 2.873 1.081  0.428
H: -2.983 1.508 -1.839  0.554
H: -2.336 1.812 -4.225  0.574

Calculated values
Net charge: +2
Energy above the lowest of the compared OMol25 structures with the same formula, charge and spin: 3.06 kcal/mol
F_max: 0.46 eV/A
HOMO (alpha / beta): -14.9 / -14.6 eV
Spin multiplicity: 3

---

Record 4
This record from the Open Molecules 2025 dataset describes a molecular structure, C18H24KO5P2. The level of theory is ωB97M-V with the def2-TZVPD basis set.

Each line ends with the Mulliken charge.
Element x y z (Å)
K: 1.208 -0.767 0.105  0.810
O: 4.584 0.307 -1.482  -0.741
C: 4.029 0.147 -0.394  0.208
O: 3.671 -0.951 0.143  -0.890
C: 3.772 1.436 0.446  -0.237
C: 3.389 1.148 1.900  0.224
C: 3.665 2.368 2.789  -0.940
C: 2.511 3.313 2.371  -0.958
C: 1.791 2.455 1.320  0.337
O: 1.945 1.128 1.862  -0.618
C: 2.607 2.417 0.019  0.119
C: 1.721 2.107 -1.220  -0.236
O: 2.042 2.643 -2.281  -0.794
O: 0.686 1.387 -1.007  -0.556
H: 4.714 1.987 0.402  0.447
H: 3.752 0.191 2.261  0.600
H: 4.654 2.789 2.607  0.355
H: 3.594 2.099 3.844  0.342
H: 2.857 4.259 1.955  0.362
H: 1.850 3.529 3.212  0.311
H: 0.734 2.666 1.180  0.281
H: 3.036 3.398 -0.186  0.427
C: -3.327 -3.914 0.293  -1.295
P: -1.720 -3.015 0.355  0.407
C: -0.623 -4.354 -0.274  -1.121
C: -1.894 -1.937 -1.131  0.197
C: -1.951 -2.511 -2.402  -0.306
C: -1.980 -1.734 -3.546  -0.876
C: -1.938 -0.353 -3.426  -0.808
C: -1.908 0.234 -2.174  -0.252
C: -1.914 -0.537 -1.008  0.273
P: -1.828 0.292 0.645  0.860
C: -2.210 2.029 0.218  -1.385
C: -3.472 -0.189 1.343  -1.116
H: -3.505 -4.358 -0.688  0.345
H: -4.140 -3.222 0.513  0.355
H: -3.334 -4.702 1.048  0.412
H: -1.039 -4.866 -1.143  0.327
H: -0.482 -5.084 0.523  0.375
H: 0.354 -3.949 -0.540  0.356
H: -1.955 -3.590 -2.508  0.207
H: -2.005 -2.204 -4.521  0.372
H: -1.903 0.273 -4.309  0.381
H: -1.823 1.307 -2.106  0.283
H: -3.120 2.133 -0.378  0.450
H: -1.359 2.448 -0.319  0.242
H: -2.333 2.574 1.156  0.411
H: -4.286 -0.049 0.629  0.272
H: -3.656 0.444 2.214  0.459
H: -3.461 -1.222 1.689  0.325

Calculated values
Net charge: -1
Energy above the lowest of the compared OMol25 structures with the same formula, charge and spin: 0.00 kcal/mol
F_max: 0.38 eV/A
HOMO: -4.6 eV
Spin multiplicity: 1

---

Q: Look up the net charge of the third one.
A: +2

---

Q: Which of these has the lowest net charge?
A: C18H24KO5P2

---

Q: The lowest F_max belongs to which entry?
A: C18H24KO5P2

---

Q: What is the formula in the first record?
A: C18H24Br45FNO3PS